Molecular formula: C36H36B3O11P
Method: DFT, ωB97M-V/def2-TZVPD

Last column: Mulliken charge in e.
Geometry (Å):
C -0.64353 1.01061 3.13268  -1.390
C -0.51854 2.14516 2.10741  0.916
C 0.19440 1.64716 0.84793  -1.680
C 0.04473 3.44713 2.72769  -1.479
C 1.51274 3.79770 2.47554  1.270
C 2.48206 2.72576 2.97954  -1.646
C 1.77732 5.21552 3.04255  -1.024
O 2.92270 5.32048 3.90516  -0.620
B 2.69471 5.26732 5.24052  0.927
O 2.82184 4.06642 5.94594  -0.309
B 3.77981 4.18323 6.92112  0.629
O 3.89968 5.39158 7.58455  -0.628
B 2.99412 6.38329 7.24784  0.449
C 2.62638 7.48288 8.30865  -0.363
P 1.45446 6.92502 9.54759  0.837
O 1.60802 7.62082 10.83417  -0.703
O 1.66298 5.34602 9.66771  -0.526
O 0.00177 7.06084 8.92141  -0.510
O 2.41947 6.39730 5.99778  -0.417
H 0.29649 0.47033 3.22837  0.338
H -0.95131 1.41023 4.09732  0.406
H -1.41852 0.31166 2.82063  0.199
H -1.54056 2.38118 1.80375  0.398
H 0.53859 2.45466 0.20603  0.386
H -0.50309 1.05217 0.25843  0.458
H 1.01849 0.98669 1.10818  0.284
H -0.56559 4.28571 2.38609  0.347
H -0.07933 3.39442 3.81317  0.272
H 1.64721 3.87917 1.39637  0.359
H 2.04860 2.16076 3.80246  0.207
H 3.44214 3.13810 3.26623  0.457
H 2.66711 2.01021 2.18019  0.388
H 0.89154 5.56848 3.57697  0.441
H 1.93400 5.91400 2.22464  0.258
H 4.52770 3.30032 7.18270  -0.130
H 3.50529 7.76268 8.88687  0.266
H 2.22075 8.36328 7.81548  0.251
H 2.26138 5.22280 10.41168  0.349
H -0.44028 7.75601 9.42288  0.342
C -6.23784 -4.16835 2.62781  -0.444
C -5.44425 -3.16831 3.17971  -0.597
C -4.29602 -2.75342 2.52819  -0.391
C -3.93085 -3.34277 1.32445  0.205
C -4.71856 -4.35821 0.77903  0.326
C -5.87634 -4.76240 1.43127  -0.654
C -4.33030 -5.03317 -0.49326  0.555
O -5.02031 -5.90868 -0.97075  -0.675
C -3.06661 -4.60057 -1.15388  0.288
C -2.65672 -5.24476 -2.31441  -0.680
C -1.49164 -4.84957 -2.94883  -0.572
C -0.73227 -3.80473 -2.43303  -0.579
C -1.13518 -3.16075 -1.27539  -0.617
C -2.29811 -3.55931 -0.62784  0.217
C -2.69899 -2.86966 0.63036  0.403
O -2.04338 -1.95294 1.07926  -0.673
H -7.13862 -4.48626 3.13579  0.392
H -5.72427 -2.71204 4.11988  0.415
H -3.67429 -1.97371 2.94569  0.500
H -6.48337 -5.54341 0.99529  0.474
H -3.25531 -6.05344 -2.70997  0.475
H -1.16978 -5.35297 -3.85108  0.469
H 0.17131 -3.49667 -2.94165  0.588
H -0.55229 -2.34842 -0.86391  0.566
C -1.88747 -0.74858 -8.41118  -0.465
C -2.00924 -1.06203 -7.06161  -0.596
C -1.03719 -1.82116 -6.43407  -0.485
C 0.05816 -2.27787 -7.15674  0.265
C 0.17165 -1.97747 -8.51564  0.316
C -0.80080 -1.20497 -9.13699  -0.663
C 1.31770 -2.48724 -9.32196  0.509
O 1.42217 -2.22064 -10.49969  -0.661
C 2.32823 -3.34170 -8.63403  0.195
C 3.37941 -3.86988 -9.37186  -0.588
C 4.33370 -4.65567 -8.74934  -0.472
C 4.24677 -4.91257 -7.38531  -0.547
C 3.19965 -4.39185 -6.64540  -0.477
C 2.23367 -3.61067 -7.26691  0.216
C 1.10055 -3.08058 -6.45893  0.447
O 1.02237 -3.29826 -5.26712  -0.632
H -2.64545 -0.14918 -8.89756  0.390
H -2.86441 -0.71167 -6.49923  0.426
H -1.12017 -2.06622 -5.38398  0.566
H -0.69883 -0.97072 -10.18733  0.487
H 3.43999 -3.66102 -10.43072  0.473
H 5.14972 -5.06936 -9.32667  0.402
H 4.99727 -5.52249 -6.90045  0.401
H 3.12100 -4.58761 -5.58520  0.494

energy relative to the best compared isomer or geometry (same formula, charge and spin) = 8.3 kcal/mol
gap between HOMO and LUMO = 8.6 eV
LUMO energy = -1.15 eV
structure (SMILES) = CC(C)C[C@H](C)COB1OBOB(CP(=O)(O)O)O1.O=C1c2ccccc2C(=O)c2ccccc21.O=C1c2ccccc2C(=O)c2ccccc21